# 1
The following is a quantum chemistry calculation of a molecular structure, C40H78CuF9N2O18, from the Open Molecules 2025 dataset.

Results
expectation value of S² = 0.756
frontier orbital gap (alpha / beta) = 7.6 / 4.6 eV
net charge = +1
HOMO (alpha / beta) = -10.88 / -10.88 eV
lowest unoccupied orbital energy (alpha / beta) = -3.26 / -6.26 eV
2S+1 = 2

Element x y z (Å)
Cu 1.686 -4.203 0.566
C 2.139 -1.003 -0.580
O 0.787 -0.778 -0.289
O 2.359 -2.338 -0.513
C 2.743 -0.243 -1.764
F 2.868 1.044 -1.510
F 3.960 -0.722 -2.016
F 2.024 -0.401 -2.870
C 0.295 0.569 -0.182
C -1.147 0.562 0.292
H -1.672 -0.264 -0.185
H -1.146 0.457 1.378
H -1.597 1.522 0.052
H 0.372 1.110 -1.130
H 0.937 1.094 0.535
H 2.618 -0.590 0.331
C -1.317 -1.035 -3.515
C -1.886 -2.294 -4.032
N -2.322 -3.298 -4.374
H -1.765 -0.775 -2.560
H -1.542 -0.214 -4.194
H -0.245 -1.220 -3.480
C 2.134 0.337 3.369
C 1.474 1.635 3.237
N 0.918 2.637 3.189
H 1.658 -0.224 4.174
H 3.211 0.372 3.489
H 1.829 -0.226 2.480
C -4.978 7.078 3.767
O -4.043 7.929 3.166
C -3.362 7.333 2.073
C -2.344 6.282 2.546
O -1.853 5.716 1.339
C -0.880 4.722 1.588
C -0.246 4.204 0.309
O 0.542 5.159 -0.368
C 1.739 4.660 -0.901
H -5.904 7.041 3.176
H -5.253 7.473 4.744
H -4.662 6.038 3.890
H -2.808 8.077 1.510
H -4.104 6.846 1.436
H -2.759 5.499 3.191
H -1.500 6.708 3.099
H -1.425 3.891 2.048
H -0.032 5.109 2.161
H -0.975 3.805 -0.408
H 0.364 3.348 0.622
H 2.259 5.532 -1.295
H 1.618 3.853 -1.629
H 2.433 4.283 -0.137
C -0.465 0.068 -8.502
O 0.550 0.952 -8.089
C 1.481 1.222 -9.102
C 2.563 2.175 -8.627
O 3.156 1.642 -7.454
C 4.319 2.329 -7.055
C 4.958 1.639 -5.873
O 5.364 0.341 -6.218
C 5.556 -0.479 -5.101
H 0.011 -0.854 -8.864
H -1.091 0.457 -9.310
H -1.036 -0.191 -7.614
H 0.985 1.693 -9.960
H 1.949 0.281 -9.420
H 2.036 3.087 -8.317
H 3.330 2.355 -9.381
H 4.014 3.342 -6.758
H 5.013 2.415 -7.899
H 4.241 1.600 -5.043
H 5.793 2.256 -5.521
H 4.602 -0.503 -4.563
H 6.377 -0.162 -4.445
H 5.840 -1.504 -5.342
C -1.665 -0.096 6.941
O -0.785 -0.522 5.933
C -1.169 -0.207 4.603
C -2.479 -0.838 4.204
O -2.387 -2.239 4.186
C -3.637 -2.849 3.884
C -3.660 -4.271 4.388
O -2.800 -5.048 3.589
C -2.889 -6.426 3.951
H -1.271 -0.469 7.884
H -2.707 -0.426 6.887
H -1.663 1.002 6.960
H -0.421 -0.563 3.896
H -1.235 0.885 4.566
H -2.707 -0.452 3.197
H -3.276 -0.491 4.871
H -3.786 -2.812 2.798
H -4.507 -2.299 4.260
H -4.695 -4.631 4.448
H -3.382 -4.244 5.451
H -2.873 -6.606 5.030
H -1.970 -6.863 3.561
H -3.800 -6.878 3.557
C 4.668 -4.577 -0.651
O 3.503 -5.354 -0.361
C 3.160 -6.308 -1.387
C 2.099 -5.668 -2.262
O 1.131 -5.200 -1.340
C -0.037 -4.659 -1.937
C -1.007 -4.538 -0.790
O -0.446 -3.594 0.114
C -1.474 -3.065 0.947
H 4.597 -4.167 -1.659
H 5.613 -5.123 -0.578
H 4.721 -3.831 0.138
H 2.816 -7.166 -0.807
H 4.042 -6.633 -1.942
H 1.727 -6.288 -3.078
H 2.517 -4.763 -2.722
H -0.504 -5.315 -2.680
H 0.227 -3.728 -2.449
H -1.169 -5.541 -0.384
H -1.950 -4.219 -1.245
H -2.367 -2.720 0.420
H -1.073 -2.184 1.451
H -1.802 -3.758 1.726
C -8.740 1.470 3.575
C -7.345 1.683 2.993
O -6.980 0.496 2.262
C -5.826 0.472 1.645
O -5.019 1.346 1.602
C -5.711 -0.730 0.697
F -6.362 -1.800 1.191
F -6.240 -0.403 -0.474
F -4.448 -1.125 0.513
H -8.811 0.588 4.208
H -9.401 1.295 2.726
H -9.009 2.364 4.130
H -6.585 1.871 3.749
H -7.417 2.560 2.351
C 5.350 -1.633 1.466
C 6.188 -0.419 1.853
O 5.435 0.739 1.568
C 5.856 1.908 2.018
O 6.807 2.070 2.716
C 5.016 3.104 1.567
F 5.581 3.659 0.480
F 3.765 2.728 1.263
F 5.001 4.028 2.528
H 5.088 -1.600 0.409
H 4.430 -1.673 2.061
H 5.841 -2.553 1.783
H 7.112 -0.449 1.273
H 6.451 -0.521 2.906

Mulliken population analysis, charges in e, atoms 1 to 8:
1 Cu 0.3477
2 C -0.3875
3 O 0.7119
4 O 0.6882
5 C 0.7320
6 F -0.1165
7 F -0.1644
8 F -0.3144

# 2
The following is a quantum chemistry calculation of 2 unconnected molecules or ions with the total composition C10H16, from the Open Molecules 2025 dataset.

Results
expectation value of S² = 0.769
frontier orbital gap (alpha / beta) = 9.5 / 5.8 eV
relative energy (zero: lowest compared OMol25 entry of this formula, charge and spin) = 29.9 kcal/mol
net charge = +1
HOMO (alpha / beta) = -13.95 / -13.95 eV
lowest unoccupied orbital energy (alpha / beta) = -4.45 / -8.18 eV
2S+1 = 2

Element x y z (Å)
C 2.855 0.059 -1.396
C 2.911 -0.553 -2.794
H 3.404 0.980 -1.313
H 1.824 0.270 -1.126
H 3.021 -0.732 -0.624
H 3.466 0.098 -3.521
H 1.957 -0.410 -3.331
H 3.227 -1.578 -2.806
C -1.151 1.766 0.666
C -0.592 2.452 1.899
C -1.186 0.300 0.690
C -1.799 -0.338 1.835
C -0.687 -0.566 -0.350
C -2.120 -1.674 1.721
C -1.030 -1.882 -0.390
C -1.753 -2.506 0.623
H -2.139 2.339 0.521
H -0.769 2.014 -0.328
H -0.999 1.907 2.760
H -2.169 0.301 2.632
H -0.272 -0.113 -1.238
H -2.876 -2.051 2.418
H -0.612 -2.462 -1.208
H -1.861 -3.578 0.530
H -1.140 3.375 2.137
H 0.489 2.581 1.992

natural (NBO) population analysis, charges in e, atoms 1 to 8:
1 C -0.6120
2 C -0.6313
3 H 0.2265
4 H 0.1666
5 H 0.2112
6 H 0.2263
7 H 0.1983
8 H 0.2192